Record 1
Density functional theory data (the ωB97M-V functional and the def2-TZVPD basis) for a structure of composition C40H45IrN9OPS at a distorted geometry.

Geometry as XYZ:
```
98
C40H45IrN9OPS, DFT the ωB97M-V functional and the def2-TZVPD basis
Ir 0.643 -0.531 -0.663
C 0.427 3.687 1.944
C 0.671 2.805 0.898
N 0.789 1.508 1.116
C 0.741 1.071 2.345
C 0.423 1.938 3.386
N 0.259 3.246 3.185
C 1.159 -0.351 2.513
C 1.348 -0.910 3.763
C 1.875 -2.186 3.902
C 2.236 -2.839 2.736
C 2.030 -2.230 1.514
N 1.468 -1.033 1.404
C 2.437 -2.819 0.226
C 3.257 -3.934 0.117
N 3.695 -4.389 -1.051
C 3.303 -3.722 -2.128
C 2.472 -2.616 -2.042
N 2.041 -2.173 -0.866
C 2.077 -2.808 5.244
C 2.834 -3.960 5.407
C 2.993 -4.500 6.676
N 2.461 -3.967 7.776
C 1.733 -2.861 7.618
C 1.515 -2.256 6.388
H 0.349 4.759 1.786
H 0.767 3.143 -0.132
H 0.284 1.580 4.402
H 1.102 -0.323 4.634
H 2.652 -3.834 2.772
H 3.585 -4.467 1.002
H 3.656 -4.075 -3.090
H 2.147 -2.086 -2.925
H 3.318 -4.454 4.574
H 3.577 -5.405 6.814
H 1.298 -2.439 8.519
H 0.888 -1.374 6.348
S 3.091 1.375 -4.051
C 1.905 0.329 -4.673
C 1.188 -0.252 -3.680
C 1.575 0.154 -2.370
C 2.648 1.025 -2.415
C 3.507 1.557 -1.326
C 4.432 2.580 -1.561
C 5.260 3.000 -0.538
C 5.160 2.393 0.704
C 4.208 1.402 0.860
N 3.398 0.992 -0.119
H 1.800 0.203 -5.742
H 0.420 -0.983 -3.879
H 4.493 3.040 -2.541
H 5.976 3.795 -0.705
H 5.803 2.676 1.528
H 4.091 0.904 1.822
O -0.887 -3.986 1.391
C -0.767 -2.993 0.739
N -0.651 -1.997 0.085
C -2.632 -0.218 -4.165
C -3.189 -0.468 -2.757
C -4.717 -0.365 -2.812
C -2.780 -1.898 -2.369
P -2.402 0.765 -1.557
N -0.883 0.405 -1.178
C -3.368 0.799 0.050
C -4.675 1.599 -0.052
C -3.687 -0.640 0.488
C -2.473 1.388 1.150
C -2.399 2.489 -2.343
C -2.140 3.550 -1.261
C -1.199 2.562 -3.301
C -3.691 2.851 -3.090
H -2.946 -1.045 -4.807
H -1.552 -0.193 -4.156
H -2.997 0.701 -4.617
H -5.062 -1.073 -3.570
H -5.075 0.622 -3.097
H -5.187 -0.649 -1.873
H -3.044 -2.554 -3.204
H -3.293 -2.267 -1.487
H -1.710 -1.982 -2.194
H -5.306 1.280 -0.879
H -4.511 2.671 -0.135
H -5.239 1.432 0.870
H -4.477 -1.098 -0.104
H -4.042 -0.598 1.523
H -2.799 -1.273 0.463
H -2.124 2.396 0.938
H -1.608 0.742 1.315
H -3.052 1.426 2.077
H -1.273 3.289 -0.650
H -2.994 3.730 -0.611
H -1.911 4.495 -1.765
H -0.264 2.367 -2.774
H -1.159 3.575 -3.714
H -1.265 1.867 -4.135
H -4.574 2.795 -2.452
H -3.858 2.232 -3.969
H -3.607 3.885 -3.439
```

Summary:
ΔE to the lowest compared entry with this formula, charge and spin	250.6	kJ/mol
total charge	+1
HOMO energy (alpha / beta)	-10.57 / -10.63	eV
LUMO level (alpha / beta)	-3.846 / -3.907	eV
2S+1	2
calculated total energy	-2962.9149	Ha
orbital gap (alpha / beta)	6.7 / 6.7	eV
molecular weight	923.12	g/mol



Record 2
Density functional theory data (the ωB97M-V functional and the def2-TZVPD basis) for a structure of composition C40H46BaN10Se at a distorted geometry.

Geometry as XYZ:
```
98
C40H46BaN10Se, DFT the ωB97M-V functional and the def2-TZVPD basis
Ba -0.005 0.797 -1.585
C -2.108 1.935 3.099
C -1.440 1.541 1.938
N -1.552 2.155 0.785
C -2.352 3.229 0.695
C -3.061 3.723 1.821
C -2.917 3.042 3.041
C -3.914 4.855 1.693
C -4.104 5.443 0.489
C -3.417 4.978 -0.668
C -3.596 5.581 -1.924
C -2.856 5.132 -2.990
C -1.968 4.069 -2.787
N -1.813 3.457 -1.636
C -2.511 3.890 -0.575
H -1.984 1.378 4.013
H -0.782 0.683 1.951
H -3.453 3.389 3.912
H -4.418 5.220 2.575
H -4.771 6.284 0.379
H -4.311 6.384 -2.036
H -2.952 5.576 -3.967
H -1.369 3.705 -3.608
N 3.292 -3.367 -0.675
C 4.252 -2.421 -0.474
C 3.674 -1.228 -0.798
N 2.386 -1.436 -1.194
C 2.188 -2.733 -1.104
H 3.389 -4.353 -0.494
H 5.233 -2.663 -0.120
H 4.103 -0.245 -0.773
H 1.265 -3.233 -1.334
N 1.750 -2.167 -4.385
C 2.412 -1.227 -5.136
C 2.981 -1.569 -6.371
C 3.601 -0.591 -7.112
C 3.647 0.706 -6.609
C 3.043 0.952 -5.395
N 2.427 0.021 -4.666
H 2.003 -3.124 -4.583
H 1.673 -1.945 -3.403
H 2.916 -2.589 -6.714
H 4.048 -0.821 -8.067
H 4.141 1.492 -7.156
H 3.063 1.946 -4.973
N -0.522 1.048 -5.056
C 0.217 2.196 -4.869
C 0.362 3.143 -5.898
C 1.084 4.292 -5.653
C 1.640 4.480 -4.390
C 1.424 3.511 -3.432
N 0.729 2.397 -3.654
H -0.838 0.921 -6.009
H -0.067 0.213 -4.702
H -0.078 2.951 -6.865
H 1.230 5.027 -6.430
H 2.223 5.361 -4.166
H 1.824 3.629 -2.432
C -2.164 -3.626 -0.814
C -2.164 -4.253 0.577
C -3.180 -3.613 1.524
C -2.740 -2.249 2.063
N -1.667 -2.359 3.020
C -0.372 -2.036 2.823
Se 0.464 -1.600 1.233
N 0.320 -2.252 3.961
C 1.703 -1.884 4.152
C 1.828 -0.378 4.395
C 3.278 0.105 4.397
C 4.078 -0.384 5.598
C -0.541 -2.753 4.915
C -0.336 -3.196 6.215
C -1.431 -3.703 6.889
C -2.695 -3.753 6.300
C -2.909 -3.313 5.008
C -1.810 -2.822 4.315
H -1.494 -4.178 -1.470
H -1.836 -2.581 -0.789
H -3.163 -3.668 -1.244
H -1.163 -4.187 1.013
H -2.408 -5.312 0.480
H -3.356 -4.284 2.367
H -4.130 -3.488 1.002
H -3.582 -1.761 2.563
H -2.399 -1.603 1.248
H 2.257 -2.154 3.248
H 2.102 -2.454 4.991
H 1.348 -0.121 5.342
H 1.292 0.140 3.593
H 3.269 1.197 4.400
H 3.765 -0.217 3.474
H 3.587 -0.097 6.525
H 5.071 0.058 5.586
H 4.196 -1.464 5.590
H 0.636 -3.165 6.679
H -1.306 -4.085 7.890
H -3.521 -4.159 6.864
H -3.887 -3.369 4.558
```

Summary:
ΔE to the lowest compared entry with this formula, charge and spin	159.2	kJ/mol
total charge	+2
HOMO energy	-12.07	eV
LUMO level	-4.859	eV
calculated total energy	-4526.0846	Ha
orbital gap	7.2	eV
molecular weight	883.17	g/mol



Record 3
Density functional theory data (the ωB97M-V functional and the def2-TZVPD basis) for a structure of composition C40H46IrN8P2S3 at a distorted geometry.

Geometry as XYZ:
```
100
C40H46IrN8P2S3, DFT the ωB97M-V functional and the def2-TZVPD basis
Ir 0.004 0.654 -0.468
C 2.553 -2.609 1.243
N 1.131 -2.147 1.397
P -0.018 -2.941 0.402
C -1.366 -3.536 1.411
C -1.104 -4.277 2.568
C -2.144 -4.876 3.257
C -3.451 -4.749 2.793
C -3.715 -4.023 1.639
C -2.674 -3.421 0.941
C 0.782 -4.337 -0.364
C 1.115 -5.459 0.404
C 1.695 -6.557 -0.204
C 1.930 -6.552 -1.576
C 1.598 -5.442 -2.340
C 1.024 -4.331 -1.740
P 0.900 -0.447 1.630
C 2.312 0.097 2.651
C 2.840 1.362 2.391
C 3.819 1.906 3.220
C 4.285 1.175 4.301
C 3.779 -0.100 4.553
C 2.790 -0.635 3.741
C -0.408 -0.317 2.909
C -0.574 -1.245 3.886
C -1.438 -1.065 4.983
C -2.088 0.185 5.171
C -1.966 1.162 4.253
C -1.257 0.935 2.949
H 2.729 -3.023 0.257
H 2.779 -3.379 1.978
H 3.239 -1.782 1.403
H -0.088 -4.398 2.930
H -1.939 -5.459 4.148
H -4.260 -5.236 3.323
H -4.729 -3.943 1.270
H -2.881 -2.884 0.023
H 0.919 -5.491 1.468
H 1.953 -7.427 0.387
H 2.360 -7.424 -2.052
H 1.774 -5.446 -3.408
H 0.745 -3.477 -2.344
H 2.509 1.916 1.512
H 4.228 2.889 3.014
H 5.047 1.592 4.948
H 4.156 -0.675 5.389
H 2.398 -1.623 3.957
H 0.002 -2.156 3.829
H -1.564 -1.857 5.711
H -2.661 0.364 6.073
H -2.439 2.132 4.394
H -0.113 2.235 1.719
N -0.377 2.165 2.706
N -2.265 0.948 1.881
C -2.000 0.906 0.566
N -3.038 0.719 -0.220
S -0.672 -1.677 -1.041
H 0.481 2.087 3.259
H -0.875 3.010 2.990
H -3.198 0.736 2.223
H -3.980 0.553 0.115
H -2.900 0.687 -1.218
C 3.089 -1.006 -1.848
C 3.208 0.439 -1.560
N 2.246 1.216 -1.149
C 2.661 2.538 -1.131
C 4.018 2.726 -1.486
S 4.731 1.271 -1.860
C 1.757 3.583 -0.882
C 1.998 4.921 -1.250
S 0.632 5.844 -1.003
C -0.210 4.433 -0.381
N 0.497 3.342 -0.364
C -1.614 4.565 0.084
H 2.151 -1.393 -1.457
H 3.940 -1.560 -1.447
H 3.096 -1.155 -2.934
H 4.577 3.655 -1.521
H 2.896 5.348 -1.683
H -2.232 5.019 -0.697
H -1.676 5.236 0.947
H -2.027 3.589 0.327
N -0.831 1.273 -2.478
C -1.283 1.588 -3.508
N -1.792 1.932 -4.647
C -3.257 2.135 -4.826
C -3.538 3.605 -5.089
C -2.724 4.102 -6.288
C -1.226 3.848 -6.090
C -0.949 2.382 -5.792
H -3.784 1.756 -3.952
H -3.556 1.537 -5.687
H -3.274 4.186 -4.196
H -4.607 3.731 -5.261
H -2.899 5.165 -6.437
H -3.069 3.604 -7.198
H -0.852 4.461 -5.261
H -0.664 4.126 -6.983
H 0.096 2.198 -5.557
H -1.221 1.765 -6.649
```

Summary:
ΔE to the lowest compared entry with this formula, charge and spin	0.0	kJ/mol
total charge	+4
HOMO energy (alpha / beta)	-16.40 / -17.81	eV
LUMO level (alpha / beta)	-10.812 / -13.687	eV
2S+1	6
calculated total energy	-3970.1132	Ha
orbital gap (alpha / beta)	5.6 / 4.1	eV
molecular weight	989.23	g/mol